Record 1
{"formula": "C21H35GeN3O4Se4SiTe2W", "method": "the ωB97M-V functional and the def2-TZVPD basis", "species": ["W", "O", "C", "O", "C", "C", "N", "N", "C", "C", "O", "O", "H", "H", "H", "Se", "Te", "Te", "Se", "C", "Si", "C", "C", "Se", "H", "H", "H", "H", "H", "H", "H", "H", "H", "C", "C", "C", "C", "Ge", "C", "C", "C", "C", "H", "H", "H", "H", "H", "H", "H", "H", "H", "H", "H", "H", "H", "H", "H", "H", "H", "H", "H", "Se", "C", "C", "C", "N", "C", "C", "H", "H", "H", "H"], "positions_angstrom": [[0.28, 0.24, -0.22], [-4.68, 2.95, 1.73], [-3.64, 3.42, 2.39], [-3.74, 4.26, 3.26], [-2.30, 2.89, 2.02], [-1.12, 3.30, 2.61], [-0.12, 2.62, 2.03], [-0.59, 1.79, 1.10], [-1.90, 1.94, 1.07], [-2.60, 1.09, 0.07], [-3.81, 1.11, -0.04], [-1.77, 0.36, -0.62], [-4.44, 2.28, 1.05], [-0.95, 4.03, 3.39], [0.88, 2.65, 2.19], [-0.39, -1.35, 1.78], [-2.69, -2.11, 1.23], [-1.89, -3.10, -1.21], [0.21, -1.76, -1.61], [2.58, -1.70, 3.81], [2.49, 0.12, 3.43], [1.22, 1.00, 4.47], [4.17, 0.87, 3.72], [2.37, 0.38, 1.09], [3.00, -1.79, 4.82], [3.26, -2.21, 3.13], [1.62, -2.20, 3.79], [1.46, 0.76, 5.51], [0.20, 0.68, 4.28], [1.27, 2.09, 4.37], [4.44, 0.78, 4.78], [4.18, 1.93, 3.46], [4.93, 0.37, 3.13], [7.15, 0.67, -3.65], [6.12, 0.81, -2.53], [4.85, 1.53, -2.99], [3.76, 1.62, -1.92], [2.60, 0.03, -1.96], [3.62, -1.60, -1.52], [4.06, -2.33, -2.79], [4.92, -3.56, -2.53], [6.29, -3.22, -1.95], [8.05, 0.18, -3.30], [7.43, 1.65, -4.04], [6.75, 0.09, -4.48], [6.55, 1.36, -1.69], [5.87, -0.18, -2.15], [4.47, 1.04, -3.90], [5.13, 2.54, -3.31], [3.13, 2.49, -2.09], [4.20, 1.73, -0.92], [2.05, -0.10, -3.39], [3.01, -2.26, -0.90], [4.47, -1.30, -0.92], [4.60, -1.65, -3.45], [3.16, -2.63, -3.35], [5.06, -4.11, -3.46], [4.39, -4.24, -1.85], [6.84, -2.55, -2.61], [6.90, -4.12, -1.82], [6.21, -2.74, -0.97], [0.40, 2.19, -1.77], [-1.33, 2.97, -2.03], [-2.17, 2.42, -2.99], [-3.41, 3.01, -3.19], [-3.84, 4.08, -2.52], [-3.03, 4.59, -1.60], [-1.76, 4.07, -1.31], [-1.87, 1.54, -3.55], [-4.09, 2.60, -3.93], [-3.39, 5.45, -1.06], [-1.14, 4.52, -0.55]], "mulliken_charge": [-0.099, -0.576, 0.474, -0.607, 0.465, -0.909, -0.254, 1.056, -0.417, 1.265, -0.784, -0.474, 0.395, 0.568, 0.095, -0.111, -0.227, -0.049, -0.185, -0.961, 0.332, -0.869, -1.178, -0.018, 0.370, 0.275, 0.348, 0.444, 0.263, 0.300, 0.385, 0.323, 0.293, -1.607, 0.312, -0.839, -0.494, -0.062, -0.902, -0.430, -0.733, -0.998, 0.395, 0.424, 0.320, 0.407, -0.177, 0.302, 0.420, 0.389, 0.341, -0.020, 0.732, 0.453, 0.246, 0.387, 0.369, 0.326, 0.183, 0.411, 0.229, -0.388, 0.438, -0.289, -0.428, -0.618, -0.471, -0.192, 0.419, 0.369, 0.411, 0.430], "gap_ev": 5.1, "relative_energy_kcal_mol": 0.0, "e_tot_ha": -13861.86197, "homo_energy_ev": -7.36}



Record 2
{"formula": "C4H11NS2", "method": "the ωB97M-V functional and the def2-TZVPD basis", "species": ["S", "S", "C", "C", "N", "C", "C", "H", "H", "H", "H", "H", "H", "H", "H", "H", "H", "H"], "positions_angstrom": [[-2.92, -2.42, -0.44], [-1.34, -2.11, 0.92], [-1.80, -0.29, 1.15], [-0.89, 0.70, 0.34], [0.49, 0.53, 0.84], [1.49, 1.13, -0.14], [2.36, 0.19, -0.94], [-2.15, -2.90, -1.40], [-1.69, -0.17, 2.19], [-2.83, -0.15, 0.83], [-1.23, 1.74, 0.52], [-0.80, 0.63, -0.76], [0.74, -0.47, 0.85], [0.83, 1.76, -0.73], [2.06, 1.83, 0.45], [2.63, -0.78, -0.42], [3.27, 0.72, -1.41], [1.80, 0.05, -1.83]], "mulliken_charge": [-0.216, -0.093, -0.869, -0.257, -0.405, -0.629, -0.896, 0.154, 0.373, 0.469, 0.246, 0.341, 0.192, 0.369, 0.359, 0.284, 0.303, 0.276], "gap_ev": 9.1, "relative_energy_kcal_mol": 33.5, "e_tot_ha": -1010.08502, "smiles": "CCNCCSS", "homo_energy_ev": -8.70}



Record 3
{"formula": "C28H41BrCl5N8O2RuSSeSi", "method": "the ωB97M-V functional and the def2-TZVPD basis", "species": ["Ru", "Cl", "C", "C", "C", "Cl", "C", "Cl", "C", "Cl", "C", "Cl", "C", "C", "N", "N", "C", "S", "N", "N", "H", "H", "H", "H", "H", "H", "C", "C", "C", "C", "Si", "Br", "C", "C", "C", "C", "C", "C", "C", "C", "H", "H", "H", "H", "H", "H", "H", "H", "H", "H", "H", "H", "H", "H", "H", "H", "H", "H", "H", "H", "H", "H", "H", "H", "H", "H", "H", "N", "C", "C", "O", "O", "H", "H", "H", "H", "H", "Se", "N", "C", "C", "C", "C", "N", "C", "N", "H", "H", "H"], "positions_angstrom": [[0.30, 0.07, 0.07], [-0.11, -1.47, 3.48], [-0.83, -2.17, 2.07], [-0.80, -1.53, 0.83], [-1.55, -2.13, -0.18], [-1.55, -1.34, -1.72], [-2.31, -3.28, -0.01], [-3.26, -3.88, -1.30], [-2.29, -3.91, 1.22], [-3.20, -5.34, 1.47], [-1.54, -3.37, 2.25], [-1.50, -4.15, 3.77], [-3.57, 1.77, 3.47], [-2.40, 2.52, 2.95], [-2.07, 3.74, 3.22], [-0.91, 3.97, 2.51], [-0.52, 2.92, 1.79], [0.77, 2.66, 0.77], [-1.46, 1.99, 2.07], [-1.39, 0.73, 1.48], [-4.10, 2.42, 4.16], [-3.25, 0.87, 4.00], [-4.24, 1.48, 2.67], [-0.46, 4.87, 2.55], [-2.28, 0.50, 1.03], [-1.19, 0.06, 2.22], [6.95, 0.33, 2.04], [5.58, -0.16, 1.52], [5.70, -1.61, 1.04], [5.17, 0.68, 0.30], [4.37, -0.02, 2.96], [2.19, -0.37, 1.63], [4.23, -1.49, 4.13], [3.21, -1.22, 5.24], [5.64, -1.68, 4.75], [3.81, -2.81, 3.44], [4.04, 1.69, 3.68], [2.60, 1.88, 4.19], [5.03, 1.87, 4.85], [4.28, 2.79, 2.64], [7.69, 0.22, 1.23], [7.31, -0.26, 2.89], [6.94, 1.38, 2.34], [6.39, -1.63, 0.18], [4.74, -2.02, 0.72], [6.13, -2.27, 1.80], [5.90, 0.49, -0.50], [5.17, 1.75, 0.49], [4.18, 0.39, -0.06], [3.48, -0.36, 5.86], [3.19, -2.09, 5.90], [2.21, -1.08, 4.84], [5.97, -0.80, 5.30], [6.39, -1.93, 4.00], [5.59, -2.51, 5.46], [2.86, -2.71, 2.91], [3.68, -3.56, 4.22], [4.56, -3.19, 2.75], [2.32, 1.17, 4.97], [1.88, 1.80, 3.38], [2.53, 2.89, 4.62], [4.85, 1.18, 5.67], [4.92, 2.89, 5.24], [6.08, 1.76, 4.53], [3.61, 2.70, 1.78], [5.32, 2.82, 2.29], [4.08, 3.76, 3.11], [2.62, -2.76, -4.29], [2.57, -2.78, -2.84], [1.59, -1.73, -2.36], [0.94, -1.11, -3.31], [1.45, -1.48, -1.17], [3.46, -2.34, -4.66], [1.29, -1.55, -4.15], [2.51, -3.67, -4.71], [3.53, -2.57, -2.36], [2.22, -3.74, -2.46], [3.48, 1.34, -2.50], [2.61, 1.84, -3.95], [1.33, 1.90, -3.63], [0.24, 2.26, -4.48], [-1.00, 2.20, -3.96], [-1.21, 1.77, -2.60], [-0.26, 1.45, -1.78], [1.02, 1.53, -2.27], [2.03, 1.22, -1.48], [0.43, 2.57, -5.51], [-1.86, 2.46, -4.56], [-2.22, 1.71, -2.22]], "lowdin_spin": [0.804, 0.002, 0.003, -0.020, 0.008, 0.013, -0.002, 0.000, 0.008, 0.003, -0.003, -0.002, 0.000, 0.001, 0.001, 0.003, 0.020, 0.121, 0.004, 0.016, 0.000, 0.000, 0.000, 0.001, 0.000, 0.000, 0.000, 0.000, 0.000, 0.000, -0.002, -0.012, -0.001, 0.000, 0.000, 0.000, 0.000, 0.000, 0.000, 0.000, 0.000, 0.000, 0.000, 0.000, 0.000, 0.000, 0.000, 0.000, 0.000, 0.000, 0.000, 0.000, 0.000, 0.000, 0.000, 0.000, 0.000, 0.000, 0.000, 0.000, 0.000, 0.000, 0.000, 0.000, 0.000, 0.000, 0.000, 0.000, 0.000, 0.002, 0.002, -0.001, 0.000, 0.000, 0.000, 0.000, 0.000, 0.004, 0.003, 0.000, 0.000, 0.000, 0.001, 0.002, 0.000, 0.022, 0.000, 0.000, 0.000], "gap_ev": [6.9, 7.1], "relative_energy_kcal_mol": 47.6, "multiplicity": 2, "e_tot_ha": -9738.53860, "total_charge": 2, "s_squared": 0.761, "homo_energy_ev": [-13.57, -13.63]}



Record 4
{"formula": "C4H7N", "method": "the ωB97M-V functional and the def2-TZVPD basis", "species": ["C", "C", "C", "C", "N", "H", "H", "H", "H", "H", "H", "H"], "positions_angstrom": [[0.79, -0.34, 0.29], [-1.35, 0.63, 0.28], [2.01, 0.26, 0.06], [-2.23, -0.46, -0.14], [3.22, -0.17, -0.01], [0.42, -1.25, 0.59], [-1.55, 1.71, 0.15], [1.97, 1.33, -0.03], [-2.37, -0.28, -1.27], [-3.16, -0.50, 0.28], [-1.64, -1.44, 0.03], [3.88, 0.50, -0.25]], "mulliken_charge": [-0.696, -0.226, 0.410, -0.705, -0.728, 0.289, 0.283, 0.295, 0.239, 0.384, 0.206, 0.248], "gap_ev": [6.2, 4.3], "relative_energy_kcal_mol": 216.6, "e_tot_ha": -211.01546, "homo_energy_ev": [-7.53, -6.69]}



Record 5
{"formula": "C3H3InO3", "method": "the ωB97M-V functional and the def2-TZVPD basis", "species": ["O", "In", "O", "C", "O", "C", "H", "C", "H", "H"], "positions_angstrom": [[0.08, 0.15, 0.95], [3.50, 1.27, 1.19], [2.13, 0.64, 0.14], [0.99, 0.27, 0.08], [0.40, -0.14, -1.24], [-0.76, -0.58, -1.04], [-1.68, -0.35, -1.66], [-1.20, -0.37, 0.33], [-1.49, -1.32, 0.82], [-1.97, 0.42, 0.42]], "mulliken_charge": [-0.100, 2.176, -0.339, 0.929, -0.044, 0.381, 0.430, -0.226, 0.388, 0.405], "gap_ev": 5.4, "relative_energy_kcal_mol": 44.0, "e_tot_ha": -529.54564, "total_charge": 4, "homo_energy_ev": -31.59}



Record 6
{"formula": "C13H23BMnN6OSi", "method": "the ωB97M-V functional and the def2-TZVPD basis", "species": ["H", "N", "B", "N", "C", "Mn", "H", "C", "H", "C", "H", "C", "H", "H", "H", "N", "N", "N", "N", "C", "C", "H", "H", "C", "C", "C", "C", "H", "H", "H", "H", "H", "C", "Si", "C", "C", "O", "H", "H", "H", "H", "H", "H", "H", "H", "H"], "positions_angstrom": [[-0.20, 2.87, 0.99], [0.12, 1.63, -0.70], [0.71, 0.71, -2.98], [0.62, 1.88, -1.97], [0.92, 3.19, -2.09], [-0.57, -0.39, -0.14], [1.31, 3.57, -3.02], [0.62, 3.82, -0.88], [0.73, 4.86, -0.64], [0.13, 2.80, -0.03], [1.11, 1.06, -4.04], [-1.78, -2.27, 0.59], [-2.02, -2.60, 1.61], [-0.74, -2.56, 0.38], [-2.43, -2.80, -0.11], [-0.71, 0.09, -3.04], [1.63, -0.38, -2.34], [-1.34, -0.39, -1.87], [1.28, -0.94, -1.12], [-1.53, -0.06, -4.09], [2.76, -0.93, -2.79], [-1.21, 0.27, -5.07], [3.18, -0.60, -3.74], [-2.70, -0.66, -3.65], [3.19, -1.89, -1.88], [-2.54, -0.86, -2.27], [2.23, -1.86, -0.83], [-3.56, -0.93, -4.24], [4.05, -2.51, -1.94], [-3.21, -1.32, -1.56], [2.20, -2.45, 0.07], [-2.00, -1.12, 0.55], [-1.60, 0.78, 4.09], [-0.04, 0.06, 3.30], [1.45, 1.10, 3.85], [0.14, -1.70, 3.97], [-0.16, 0.05, 1.70], [-1.55, 0.79, 5.19], [-2.49, 0.20, 3.80], [-1.77, 1.82, 3.76], [1.50, 1.20, 4.94], [2.39, 0.65, 3.51], [1.40, 2.11, 3.42], [-0.70, -2.33, 3.66], [1.07, -2.17, 3.60], [0.18, -1.71, 5.07]], "lowdin_spin": [0.000, 0.145, 0.005, 0.151, 0.108, 1.876, 0.001, 0.413, 0.016, 0.070, 0.000, 0.018, 0.000, 0.006, -0.001, 0.016, 0.011, 0.002, -0.013, 0.027, 0.003, 0.001, 0.000, 0.018, 0.018, 0.013, 0.007, 0.000, 0.001, 0.000, 0.000, -0.002, 0.000, 0.010, 0.006, 0.000, 0.073, 0.000, 0.000, 0.000, 0.001, 0.000, 0.000, 0.000, 0.000, 0.000], "gap_ev": [6.2, 3.6], "multiplicity": 4, "e_tot_ha": -2377.71362, "total_charge": 2, "s_squared": 4.226, "homo_energy_ev": [-15.03, -15.05]}